[1]
A cluster of 3 separate species, C24H54ClFN6O9P2S in total in a non-equilibrium geometry. Source: OMol25; level of theory: ωB97M-V/def2-TZVPD.

calculated total energy = -3592.99349 Eh
highest occupied orbital energy = -7.33 eV
HOMO-LUMO gap = 6.09 eV
net charge = 0
SMILES = C#C[C@](F)(COCOCCO)OC(=O)CCCCS(=O)(=O)Cl.CN(C)P(=O)(N(C)C)N(C)C.CN(C)P(=O)(N(C)C)N(C)C
relative energy (zero: lowest compared OMol25 entry of this formula, charge and spin) = 0.00 kcal per mole
LUMO level = -1.2 eV

```
98
Properties=species:S:1:pos:R:3:lowdin_charge:R:1
C 4.1558 2.0653 2.7546 0.108
C 4.1164 2.8830 1.7216 0.027
C 4.0267 3.9691 0.5376 -0.327
F 4.1448 5.2765 1.2003 0.004
C 2.5446 3.9552 -0.1220 -0.108
O 1.4869 4.3527 0.7856 -0.106
C 0.8035 3.1961 1.3683 -0.200
O -0.4900 2.9177 0.7763 -0.159
C -0.3963 2.0160 -0.3609 -0.162
C -0.0925 0.4726 0.0287 -0.211
O -1.1126 -0.1443 0.8603 -0.113
O 5.1107 3.9199 -0.4157 0.033
C 5.3164 2.6088 -0.9666 -0.296
O 4.4346 1.9087 -1.5705 0.053
C 6.8074 1.9389 -0.8991 -0.074
C 7.3708 1.7695 0.6074 -0.172
C 7.6337 0.1890 0.8879 -0.230
C 6.4543 -0.5525 1.7070 -0.248
S 5.0361 -1.1619 0.6740 0.460
O 4.4481 -2.3692 1.4195 -0.414
O 3.8952 -0.1782 0.5207 -0.405
Cl 5.6671 -1.7335 -1.2242 0.405
H 4.3636 1.6373 3.8120 0.084
H 2.5098 4.5827 -1.0977 0.165
H 2.3353 2.8601 -0.4485 0.123
H 1.4624 2.2514 1.4321 0.121
H 0.5857 3.4986 2.4744 0.161
H -1.4565 2.0124 -0.8523 0.135
H 0.3123 2.3977 -1.2064 0.136
H -0.0255 -0.1186 -0.9713 0.133
H 0.9326 0.3321 0.5574 0.111
H -0.6919 -0.4444 1.7134 0.103
H 7.5785 2.5515 -1.5187 0.134
H 6.7706 0.8943 -1.3876 0.084
H 6.7614 2.3006 1.4225 0.104
H 8.4275 2.2664 0.6260 0.120
H 8.6034 0.1432 1.5366 0.127
H 7.8657 -0.4187 -0.0607 0.088
H 6.1556 0.1381 2.5778 0.106
H 6.9341 -1.4993 2.1916 0.126
C -7.9666 2.8004 1.3386 -0.133
N -7.2014 3.0679 0.1438 -0.341
C -8.0551 3.3951 -0.9861 -0.145
P -5.5213 3.0881 -0.0680 0.733
O -5.4526 4.5775 -0.4639 -0.319
N -4.6814 3.3555 1.4078 -0.358
C -5.3232 3.9828 2.5543 -0.131
C -3.3535 3.9452 1.2252 -0.142
N -5.5610 1.3606 0.3489 -0.289
C -5.9905 0.4751 -0.7352 -0.134
C -4.6071 0.6852 1.2196 -0.115
H -7.5113 2.0265 1.9617 0.072
H -8.9710 2.4295 1.1034 0.079
H -8.0903 3.7101 1.9345 0.077
H -8.5889 2.5023 -1.3324 0.073
H -7.4777 3.7703 -1.8351 0.069
H -8.7878 4.1667 -0.7266 0.081
H -5.8047 4.9272 2.2898 0.085
H -4.6009 4.1806 3.3576 0.082
H -6.0519 3.3073 3.0043 0.056
H -3.4071 5.0264 1.0564 0.082
H -2.8501 3.4925 0.3669 0.053
H -2.7200 3.7600 2.0979 0.079
H -6.8370 -0.1318 -0.3981 0.086
H -5.1909 -0.1926 -1.0714 0.083
H -6.3209 1.0387 -1.6119 0.068
H -4.7009 1.0278 2.2530 0.079
H -3.5765 0.8276 0.8797 0.072
H -4.8013 -0.3929 1.2633 0.086
C 2.5666 -3.9556 -0.7095 -0.131
N 1.1662 -3.8175 -0.3850 -0.322
C 0.9636 -3.0449 0.8296 -0.130
P -0.1872 -4.3793 -1.2315 0.738
O -0.7714 -2.9771 -1.5007 -0.315
N 0.1502 -4.6484 -2.8963 -0.365
C 1.2679 -4.0000 -3.5680 -0.128
C -1.0333 -4.5621 -3.7536 -0.153
N 0.4331 -6.0146 -0.9131 -0.292
C 0.1748 -6.5190 0.4370 -0.134
C 0.4529 -7.1068 -1.8770 -0.126
H 2.7969 -4.9225 -1.1646 0.077
H 3.1997 -3.8984 0.1820 0.057
H 2.8900 -3.1575 -1.3854 0.063
H 1.2767 -3.6233 1.7065 0.082
H -0.0894 -2.7886 0.9758 0.063
H 1.5260 -2.1051 0.8069 0.067
H 1.2661 -2.9180 -3.4170 0.085
H 1.2517 -4.1944 -4.6487 0.083
H 2.2158 -4.4207 -3.2303 0.057
H -1.3029 -3.5232 -3.9730 0.077
H -1.8907 -5.0402 -3.2705 0.072
H -0.8690 -5.0869 -4.7002 0.078
H 1.1194 -6.8176 0.9027 0.089
H -0.5054 -7.3767 0.4401 0.081
H -0.2772 -5.7551 1.0753 0.069
H 1.1514 -6.9045 -2.6924 0.078
H -0.5427 -7.3018 -2.2885 0.085
H 0.8166 -8.0348 -1.4206 0.083
```


[2]
A structure of composition C24H55BBr22IInN2O2PS. Source: OMol25; level of theory: ωB97M-V/def2-TZVPD.

calculated total energy = -59088.22305 Eh
highest occupied orbital energy = -3.79 eV
HOMO-LUMO gap = 5.29 eV
net charge = -1
LUMO level = 1.5 eV

```
110
Properties=species:S:1:pos:R:3:lowdin_charge:R:1
C -0.1802 -3.3339 3.6985 -0.112
N -1.2048 -2.3961 3.2565 -0.188
C -1.5897 -2.6069 1.8672 -0.137
B -0.7942 -0.9895 3.4823 -0.699
O -1.6365 -0.2623 4.2807 0.053
In 1.0882 -0.0678 2.5756 -0.086
S 0.7400 2.2939 1.8291 0.134
I 3.0743 -0.1577 4.5802 0.054
P 2.1282 -1.2752 0.5610 0.627
N 1.7771 -2.9724 0.7142 -0.277
O 1.1562 -0.7958 -0.7529 -0.541
H -0.5006 -4.3630 3.5472 0.079
H 0.7874 -3.1986 3.2078 0.056
H -0.0263 -3.2015 4.7673 0.084
H -2.4959 -2.0368 1.6677 0.043
H -1.8236 -3.6507 1.6776 0.084
H -0.8438 -2.2391 1.1537 0.044
H -2.3666 -0.8729 4.4888 0.026
H 0.9512 2.1718 0.5047 -0.284
H 2.5740 -3.5357 0.4690 -0.006
H 0.9422 -3.2821 0.2372 0.003
H 0.2987 -0.4966 -0.4234 -0.050
Br 5.7777 6.3343 0.7598 0.578
C 4.0094 5.8812 0.0686 -0.704
C 3.5212 4.5555 0.5806 -0.707
Br 4.4129 3.0764 -0.3167 0.643
H 4.0875 5.9052 -1.0132 0.049
H 3.3542 6.6811 0.4028 0.001
H 2.4645 4.4383 0.3585 -0.049
H 3.6812 4.4206 1.6448 0.058
Br -4.5164 -2.4784 5.5256 0.655
C -4.5662 -0.9901 6.7819 -0.663
C -5.6399 -0.0042 6.4105 -0.710
Br -5.1206 1.0858 4.8842 0.628
H -3.5725 -0.5523 6.7882 0.054
H -4.7753 -1.4347 7.7523 0.059
H -5.8195 0.6958 7.2236 0.059
H -6.5644 -0.5014 6.1402 -0.052
Br 9.8706 1.8319 -3.7979 0.578
C 8.4899 3.0959 -3.2502 -0.725
C 7.5431 2.5030 -2.2448 -0.696
Br 6.2859 1.2723 -3.0774 0.587
H 7.9830 3.4078 -4.1581 -0.069
H 9.0257 3.9397 -2.8213 0.051
H 6.9290 3.2835 -1.7994 0.009
H 8.0476 1.9507 -1.4593 0.055
Br -2.3267 1.1817 -0.3195 0.664
C -4.0284 0.5272 -0.9859 -0.691
C -4.3410 -0.8255 -0.4061 -0.661
Br -3.2140 -2.1884 -1.2168 0.670
H -3.9522 0.5058 -2.0683 -0.004
H -4.7781 1.2560 -0.6848 0.058
H -5.3693 -1.1133 -0.6156 0.058
H -4.1591 -0.8728 0.6633 0.040
Br 8.0603 6.7661 -4.8179 0.623
C 8.2208 6.2352 -6.6836 -0.693
C 6.9830 5.5287 -7.1678 -0.687
Br 6.8900 3.7114 -6.4840 0.682
H 9.1073 5.6142 -6.7556 0.051
H 8.3763 7.1579 -7.2380 0.054
H 6.9968 5.4360 -8.2514 0.055
H 6.0706 6.0268 -6.8581 0.050
Br -0.0960 -1.8460 -3.2767 0.671
C -1.1036 -1.9348 -4.9366 -0.764
C -1.2307 -0.5874 -5.5931 -0.689
Br -2.5574 0.5284 -4.7032 0.619
H -2.0635 -2.3761 -4.6975 -0.029
H -0.5452 -2.6140 -5.5791 0.044
H -1.5885 -0.6954 -6.6150 0.033
H -0.2998 -0.0304 -5.5883 0.052
Br 1.1980 8.8314 0.6619 0.624
C -0.5193 8.2367 -0.0360 -0.695
C -0.9043 6.8756 0.4780 -0.679
Br 0.0682 5.4412 -0.4033 0.683
H -0.4440 8.2661 -1.1175 0.047
H -1.2353 8.9836 0.2995 0.053
H -1.9523 6.6800 0.2625 0.057
H -0.7284 6.7628 1.5426 0.056
Br 6.7238 -2.2586 6.7759 0.592
C 6.5994 -0.9315 8.1933 -0.709
C 5.5698 0.1234 7.8879 -0.711
Br 6.1996 1.3880 6.5566 0.568
H 7.5935 -0.5161 8.3191 0.042
H 6.3211 -1.4865 9.0867 0.051
H 5.3611 0.7144 8.7771 0.053
H 4.6430 -0.2920 7.5011 0.013
Br -4.0389 -2.8503 -6.7926 0.658
C -3.7848 -4.3695 -7.9766 -0.679
C -2.3286 -4.7269 -8.1030 -0.696
Br -1.3721 -3.4686 -9.2403 0.605
H -4.2390 -4.1082 -8.9263 0.048
H -4.3366 -5.1897 -7.5223 0.058
H -2.2118 -5.6982 -8.5777 0.059
H -1.8202 -4.7288 -7.1449 0.006
Br -5.2662 -5.6747 -3.3495 0.593
C -3.7536 -6.6877 -2.6585 -0.692
C -2.5437 -5.8164 -2.4605 -0.672
Br -1.6965 -5.3784 -4.1562 0.657
H -3.5741 -7.4944 -3.3608 0.045
H -4.0847 -7.0989 -1.7079 0.058
H -1.7862 -6.3392 -1.8816 0.064
H -2.7800 -4.8733 -1.9791 -0.016
Br -8.2442 -4.9485 7.0739 0.601
C -9.1953 -4.2885 5.5098 -0.698
C -8.5848 -3.0197 4.9798 -0.677
Br -9.0334 -1.4866 6.0927 0.654
H -10.2311 -4.1609 5.8049 0.046
H -9.1229 -5.0808 4.7685 0.058
H -8.9806 -2.7883 3.9938 0.061
H -7.5004 -3.0625 4.9352 0.010
```


[3]
A cluster of 9 separate species, C24H55N8O13 in total in a non-equilibrium geometry. Source: OMol25; level of theory: ωB97M-V/def2-TZVPD.

calculated total energy = -2363.59268 Eh
highest occupied orbital energy = -4.94 eV
HOMO-LUMO gap = 6.53 eV
net charge = -1
LUMO level = 1.6 eV

```
100
Properties=species:S:1:pos:R:3:lowdin_charge:R:1
N 4.0490 -29.5461 -0.9443 -0.699
O 4.6407 -30.5969 -1.0378 -0.076
O 3.0353 -29.5450 -0.2142 -0.126
O 4.3590 -28.4917 -1.5244 -0.099
C 7.3788 -32.2145 8.8813 -0.060
O 6.8737 -31.2850 7.9777 -0.060
C 7.0612 -29.9544 8.1983 -0.469
O 7.9433 -29.4834 8.9214 0.107
O 6.1833 -29.1851 7.3805 -0.034
C 5.1124 -29.8549 6.6944 -0.056
H 7.0498 -33.2352 8.6865 0.100
H 7.0115 -31.9189 9.8641 0.098
H 8.4578 -32.0768 8.9518 0.097
H 4.2384 -29.2157 6.5699 0.094
H 4.7678 -30.6487 7.3571 0.084
H 5.4544 -30.2978 5.7590 0.098
C 7.6035 -25.6071 -7.4346 -0.015
C 6.4415 -25.9344 -8.3869 -0.558
O 6.4455 -25.3813 -9.4924 0.022
N 5.4477 -26.6039 -7.8367 -0.003
C 4.1886 -26.7468 -8.5091 -0.077
H 8.4929 -25.4755 -8.0508 0.074
H 7.8628 -26.2952 -6.6300 0.071
H 7.4741 -24.6555 -6.9189 0.078
H 5.3648 -26.6824 -6.8332 0.146
H 3.4328 -27.1138 -7.8146 0.088
H 4.2645 -27.5269 -9.2665 0.085
H 3.9295 -25.8003 -8.9837 0.087
C 4.6878 -37.4428 -0.2725 -0.006
C 4.0171 -37.4803 1.0873 -0.570
O 3.6019 -38.5363 1.5457 0.024
N 3.6859 -36.2954 1.6218 -0.007
C 2.8013 -36.1294 2.7627 -0.064
H 3.9815 -37.8541 -0.9937 0.084
H 5.5584 -38.0984 -0.2925 0.083
H 4.8302 -36.4517 -0.7032 0.073
H 3.9618 -35.5495 0.9992 0.130
H 1.8689 -36.6939 2.7519 0.085
H 2.7354 -35.0523 2.9163 0.088
H 3.3580 -36.5860 3.5810 0.081
C 1.8268 -23.6932 2.7319 -0.007
C 0.3793 -23.7342 2.1959 -0.526
O -0.1971 -22.6461 2.0691 0.001
N -0.2784 -24.9207 2.1345 0.007
C -1.7075 -25.0328 1.8749 -0.079
H 2.5001 -24.2455 2.0765 0.079
H 1.7950 -24.1336 3.7284 0.073
H 2.1651 -22.6887 2.9863 0.076
H 0.3350 -25.7183 2.0468 0.140
H -1.8918 -25.8547 1.1831 0.080
H -2.1840 -24.1960 1.3642 0.079
H -2.3055 -25.2017 2.7705 0.077
C 14.5643 -34.5930 4.0267 -0.002
C 13.1782 -35.1304 3.8054 -0.614
O 12.9628 -36.2453 3.4225 0.054
N 12.1942 -34.2320 3.8636 0.009
C 10.8190 -34.4776 3.4072 -0.067
H 14.5169 -33.7284 4.6888 0.077
H 14.8892 -34.3062 3.0265 0.089
H 15.2020 -35.4342 4.2983 0.086
H 12.4082 -33.2515 3.9771 0.132
H 10.5414 -33.8632 2.5507 0.075
H 10.0784 -34.2214 4.1648 0.077
H 10.6096 -35.4245 2.9094 0.084
C 10.8591 -27.1336 0.3966 -0.014
C 11.4484 -28.3250 -0.4035 -0.496
O 12.6276 -28.6529 -0.2560 0.025
N 10.5012 -28.9406 -1.2347 -0.030
C 10.7802 -30.0784 -2.0603 -0.091
H 11.6472 -26.3895 0.5118 0.073
H 10.5493 -27.5287 1.3641 0.078
H 10.0457 -26.5732 -0.0645 0.071
H 9.5318 -28.9582 -0.9520 0.131
H 11.5763 -30.5754 -1.5058 0.077
H 11.1946 -29.7173 -3.0015 0.084
H 9.8829 -30.6937 -2.1263 0.092
C 0.3968 -33.6349 -5.1315 0.007
C -0.9349 -33.6687 -4.2601 -0.598
O -1.8797 -34.2059 -4.7236 0.057
N -0.9587 -33.1284 -3.0685 0.010
C -2.0657 -33.1424 -2.0799 -0.052
H 0.8035 -34.6055 -5.4154 0.069
H 1.1419 -32.9716 -4.6922 0.063
H 0.1885 -33.2325 -6.1228 0.066
H -0.2280 -32.5630 -2.6604 0.137
H -3.0109 -32.8427 -2.5324 0.080
H -1.8676 -32.4796 -1.2375 0.081
H -2.1450 -34.1524 -1.6777 0.081
C -2.1046 -18.4096 -3.1723 -0.006
C -1.4766 -19.4914 -4.0570 -0.493
O -1.8125 -19.5974 -5.2485 0.004
N -0.7241 -20.4956 -3.4527 -0.015
C -0.0827 -21.6362 -4.0456 -0.089
H -2.0316 -18.6999 -2.1242 0.068
H -3.1233 -18.3046 -3.5457 0.083
H -1.5876 -17.4502 -3.1889 0.077
H -0.7437 -20.5044 -2.4429 0.123
H 0.9864 -21.7143 -3.8481 0.079
H -0.0933 -21.5859 -5.1344 0.083
H -0.5946 -22.5492 -3.7414 0.085
```


[4]
A cluster of 4 separate species, C24H56 in total in a non-equilibrium geometry. Source: OMol25; level of theory: ωB97M-V/def2-TZVPD.

calculated total energy = -947.73186 Eh
highest occupied orbital energy = -9.94 eV
HOMO-LUMO gap = 10.80 eV
net charge = 0
SMILES = CCCCCC.CCCCCC.CCCCCC.CCCCCC
relative energy (zero: lowest compared OMol25 entry of this formula, charge and spin) = 157.62 kcal per mole
LUMO level = 0.9 eV

```
80
Properties=species:S:1:pos:R:3:lowdin_charge:R:1
C 9.8550 96.7520 45.7870 -0.103
C 11.0720 97.8290 45.7800 -0.168
C 12.5380 97.0450 45.7300 -0.160
C 13.5710 98.2310 45.6480 -0.197
C 15.0320 97.5700 45.4800 -0.302
C 16.1240 98.5530 45.5090 -0.118
H 9.9140 96.1360 46.6360 0.034
H 9.7450 96.1060 44.8930 0.070
H 8.9070 97.2370 45.8540 0.039
H 11.0710 98.2880 46.6690 0.034
H 10.8460 98.5600 44.9500 0.112
H 12.7220 96.4750 44.8220 0.099
H 12.6470 96.4210 46.5220 0.055
H 13.5850 98.7740 46.5970 0.087
H 13.3300 99.0470 44.9110 0.116
H 14.9080 96.8390 44.7540 0.066
H 15.1040 96.7960 46.2400 0.083
H 16.4800 98.8790 46.4940 0.064
H 15.7680 99.5250 44.9600 0.118
H 16.9610 97.8920 45.1850 0.062
C 14.7120 92.5550 47.0320 -0.096
C 15.5260 93.7360 46.7220 -0.324
C 16.7990 93.4730 45.9660 -0.159
C 17.5040 94.8030 45.3800 -0.231
C 18.6320 94.5720 44.5000 -0.243
C 19.2990 95.9250 44.0370 -0.079
H 13.6710 92.7890 47.3300 0.097
H 15.1570 92.0490 47.8080 0.053
H 14.6730 91.9510 46.2180 0.042
H 15.9790 94.2640 47.5620 0.090
H 14.9020 94.5130 46.3430 0.083
H 16.4010 92.9770 44.9960 0.140
H 17.3380 92.8780 46.6730 0.107
H 17.6740 95.4040 46.1760 0.061
H 16.7560 95.3060 44.8140 0.093
H 18.1100 94.0900 43.6200 0.139
H 19.2520 94.0060 44.9310 0.031
H 19.8930 96.4220 44.8460 0.081
H 18.5900 96.6960 43.6960 0.052
H 19.9490 95.7140 43.1870 0.062
C 19.7440 99.8560 43.9410 -0.021
C 19.1080 101.0540 44.9130 -0.225
C 19.9560 102.2310 44.9730 -0.269
C 20.0360 103.1680 43.7340 -0.170
C 20.8810 104.4590 44.0830 -0.191
C 20.7930 105.6010 43.0080 -0.110
H 19.8000 100.1340 43.0310 -0.009
H 19.0710 99.0320 43.9350 0.027
H 20.5330 99.4920 44.5160 0.051
H 18.9250 100.5610 45.8970 0.113
H 18.1880 101.2980 44.4950 0.070
H 21.0850 101.9220 45.1890 0.156
H 19.6160 102.8120 45.8110 0.098
H 19.0600 103.3920 43.4800 0.089
H 20.6290 102.5870 43.1210 0.079
H 21.8680 104.0690 44.1810 0.104
H 20.5080 104.7500 44.8790 0.001
H 21.5140 106.4480 43.0560 0.062
H 19.8040 106.0260 42.5410 0.103
H 21.2700 105.3650 42.0730 0.035
C 19.5030 95.6390 49.5190 -0.132
C 18.0840 96.2850 49.2380 -0.290
C 17.4680 96.8190 50.5290 -0.257
C 16.1870 97.5420 50.2610 -0.228
C 14.8480 96.7170 50.2830 -0.298
C 13.6390 97.4730 49.9280 -0.114
H 20.2130 96.4190 49.9930 0.090
H 19.7660 95.0380 48.5150 0.100
H 19.4230 94.7840 50.2600 0.064
H 17.5950 95.5410 48.6470 0.065
H 18.4030 96.9810 48.4850 0.086
H 18.1900 97.4130 51.1030 0.110
H 17.3760 95.8910 51.1670 0.129
H 16.3680 98.1950 49.3020 0.136
H 16.0820 98.2740 51.1610 0.128
H 14.8320 96.1150 51.1620 0.100
H 15.0380 95.9780 49.4940 0.096
H 13.8370 97.8910 48.9470 0.064
H 13.3120 98.1610 50.6910 0.073
H 12.9640 96.5940 49.9020 0.088
```


Which of these has the lowest calculated total energy? C24H55BBr22IInN2O2PS


What is the formula in the second record? C24H55BBr22IInN2O2PS